[1]
Entry from OMol25: a molecular structure, C7H12AuBrN2O7P2 (wB97M-V/def2-TZVPD).

Each line ends with the Mulliken charge.
Atoms and positions in Å:
Au  -0.05752  1.18358  0.24140  0.56
N  -3.78981  -0.99255  -2.32248  -0.22
C  -2.84165  -0.38330  -1.31513  0.69
C  -3.51956  -0.28728  0.03967  -1.63
P  -2.30984  1.20587  -2.07317  0.92
O  -3.29410  2.25398  -1.33439  -0.53
O  -2.62325  1.08232  -3.51106  -0.86
O  -0.89981  1.57985  -1.64814  -0.73
P  -1.48587  -1.67102  -1.21209  0.64
O  -0.74713  -1.49669  -2.63472  -0.55
O  -2.27025  -2.93351  -1.25198  -0.84
O  -0.58084  -1.26642  -0.10128  -0.55
H  -4.75759  -0.73263  -2.14232  0.34
H  -3.65678  -2.01878  -2.23227  0.39
H  -3.51134  -0.61141  -3.24696  0.36
H  -4.40216  0.35638  0.00547  0.44
H  -2.82537  0.14311  0.76297  0.18
H  -3.80007  -1.27964  0.40090  0.53
H  -2.88436  3.12377  -1.27110  0.33
H  0.14245  -1.14194  -2.53240  0.33
O  0.43230  -2.69131  5.73455  -0.52
C  -0.14263  -1.92525  4.78757  1.01
C  -1.43507  -2.14083  4.31621  -0.59
C  -1.92704  -1.29196  3.34503  -0.37
N  -1.23300  -0.27699  2.83501  -0.27
C  -0.01780  -0.13256  3.28408  0.31
Br  1.00344  1.28456  2.45090  -0.15
C  0.61284  -0.88063  4.25605  -0.56
H  -0.17019  -3.39316  6.00582  0.30
H  -2.03979  -2.95612  4.69160  0.29
H  -2.92468  -1.43126  2.94639  0.33
H  1.62662  -0.70413  4.57982  0.42

Atoms 1-2, force components in eV/Å:
Au -0.1 0.2 -0.1
N -0.1 0.0 0.0

Its calculated total energy is -4302.76432 hartree. The calculation puts the energy above the lowest of the compared OMol25 structures with the same formula, charge and spin at 0.670 eV. The spin multiplicity is 1. The orbital gap comes out at 0.3389 hartree.

=====

[2]
Entry from OMol25: a single C7H12BN molecule (wB97M-V/def2-TZVPD).

Each line ends with the Mulliken charge.
Atoms and positions in Å:
B  1.39398  -0.74026  1.54010  0.02
C  -1.38145  0.27554  -3.58817  -0.85
C  -1.50039  -1.04042  1.06056  -0.95
C  1.11297  1.03497  -0.09883  -1.01
C  -0.83263  -0.08596  -2.40725  0.22
C  -0.86877  -0.39794  0.06629  0.79
C  1.98056  0.25175  2.57436  -1.01
C  -1.53303  0.05107  -1.16778  -0.86
N  0.52646  -0.02345  0.39670  0.14
H  1.21487  -1.88812  1.56226  -0.06
H  -1.07160  0.10314  -4.64320  0.27
H  -2.31998  0.74069  -3.49773  0.26
H  -1.10634  -1.25433  2.05866  0.30
H  -2.48755  -1.60783  0.85841  0.20
H  2.11386  1.05322  0.28013  0.55
H  0.60689  1.92783  -0.35169  0.27
H  0.13443  -0.56927  -2.36068  0.28
H  1.57655  0.12275  3.58549  0.31
H  1.95523  1.31212  2.32209  0.36
H  2.96170  0.19845  2.96537  0.40
H  -2.47575  0.53605  -1.15510  0.37

Atoms 1-2, force components in eV/Å:
B -2.8 1.6 -1.9
C 0.2 -0.3 -1.1

Its calculated total energy is -353.35115 hartree. The calculation puts the energy above the lowest of the compared OMol25 structures with the same formula, charge and spin at 5.180 eV. The spin multiplicity is 1. The orbital gap (alpha / beta) comes out at 0.3018 / 0.2025 hartree.

=====

[3]
Entry from OMol25: a single C7H12BNO4 molecule (wB97M-V/def2-TZVPD).

Each line ends with the Mulliken charge.
Atoms and positions in Å:
O  0.22958  -2.15908  -2.99332  -0.60
C  0.29872  -1.40742  -2.03312  0.46
C  0.85906  -1.92197  -0.75879  -0.42
C  1.33236  -0.79696  0.13888  -0.80
N  0.28773  -0.02623  0.81735  -0.01
C  -1.10462  -0.56247  1.12738  -0.76
C  -2.06077  -0.23249  -0.03463  -0.39
O  -1.73639  1.06667  -0.53338  -0.52
B  -0.52973  1.01920  -1.25635  1.05
O  0.42178  2.00184  -0.98888  -0.57
C  0.50362  2.42190  0.35857  -0.35
C  0.72643  1.24763  1.32988  -0.85
O  -0.20559  -0.12495  -2.06527  -0.44
H  0.06643  -2.53996  -0.25493  0.19
H  1.66727  -2.60395  -0.99960  0.38
H  2.02911  -1.23234  0.84715  0.46
H  1.94919  -0.09288  -0.42470  0.42
H  -1.08784  -1.62188  1.40976  0.39
H  -1.39040  -0.00042  2.04075  0.36
H  -2.00813  -0.91824  -0.87584  0.27
H  -3.11838  -0.21234  0.32544  0.35
H  -0.45893  2.89189  0.58340  0.29
H  1.28821  3.19561  0.39172  0.32
H  0.23842  1.45148  2.25978  0.40
H  1.80289  1.15732  1.58876  0.39

Atoms 1-2, force components in eV/Å:
O -0.1 1.9 1.1
C -1.1 -0.8 -1.9

As for the structure (SMILES): O=C1CCN2CCOB(OCC2)O1. Its calculated total energy is -654.59457 hartree. The calculation puts the energy above the lowest of the compared OMol25 structures with the same formula, charge and spin at 0.000 eV. The spin multiplicity is 1. The orbital gap comes out at 0.3477 hartree.

=====

[4]
Entry from OMol25: a molecular structure, C7H12Br12O3S (wB97M-V/def2-TZVPD).

Each line ends with the Mulliken charge.
Atoms and positions in Å:
O  -2.20165  3.58193  7.72082  -0.60
S  -1.64762  2.20807  7.79040  1.12
O  -1.69485  1.49688  9.10112  -0.60
O  -2.34467  1.22638  6.70576  -0.26
C  -2.84807  1.87940  5.55682  -0.17
C  -3.37756  0.78340  4.62970  -1.17
C  0.08579  2.22887  7.03484  -0.84
H  -1.99357  2.30667  5.03206  0.27
H  -3.62957  2.56435  5.88575  0.35
H  -4.02139  0.09006  5.17087  0.33
H  -2.56813  0.32834  4.05887  0.30
H  -3.98457  1.42198  3.98795  0.35
H  0.51060  3.14165  7.45254  0.34
H  -0.00434  2.48498  5.97920  0.29
H  0.68913  1.35888  7.29406  0.31
C  2.73416  -2.98292  -1.45512  -0.32
Br  0.84141  -3.13165  -0.75664  -0.03
Br  3.68774  -4.73699  -1.48001  -0.02
Br  3.79772  -1.76313  -0.44731  0.02
H  2.60372  -2.71370  -2.50327  0.35
C  -5.79324  -1.54726  -3.31696  -0.30
Br  -6.61947  -2.46830  -4.82677  -0.01
Br  -6.85099  -1.63222  -1.66568  -0.01
Br  -5.36442  0.38115  -3.80651  -0.02
H  -4.91062  -2.16298  -3.14383  0.34
C  0.47996  1.28458  -7.56731  -0.33
Br  0.65422  1.66043  -5.62441  0.00
Br  -0.43861  2.83054  -8.41356  -0.03
Br  -0.48411  -0.42586  -7.88520  -0.01
H  1.43431  1.25175  -8.09289  0.37
C  8.70595  -2.11039  -6.35152  -0.33
Br  9.62226  -3.80004  -5.96333  0.01
Br  6.70208  -2.38854  -6.55580  -0.02
Br  9.46120  -1.21830  -8.04080  -0.03
H  8.76715  -1.42785  -5.50388  0.37

Atoms 1-2, force components in eV/Å:
O 1.1 -2.9 -0.3
S 0.3 0.1 2.0

Its calculated total energy is -31785.86415 hartree. The calculation puts the energy above the lowest of the compared OMol25 structures with the same formula, charge and spin at 1.595 eV. The spin multiplicity is 1. The orbital gap comes out at 0.3566 hartree.

=====

[5]
Entry from OMol25: a molecular structure, C7H12Br3N4O (wB97M-V/def2-TZVPD).

Each line ends with the Mulliken charge.
Atoms and positions in Å:
C  2.01576  -1.95533  0.01110  -0.69
N  1.72187  -0.80094  -0.97006  0.40
O  2.69231  0.02700  -1.39463  -0.25
C  2.78939  1.23038  -0.50454  0.46
N  2.51928  2.15092  0.39787  -0.32
C  0.37016  -0.68370  -1.31787  -0.17
N  -0.38197  0.50910  -0.77105  -0.13
C  -1.78782  0.04669  -0.41317  -0.40
C  -1.68662  -1.55253  0.02694  -0.34
C  -1.16537  -2.53119  -1.20092  -0.50
N  -0.20428  -1.80287  -2.16409  -0.30
H  1.71177  -3.00197  -0.44960  0.27
H  3.11775  -1.92970  0.42258  0.34
H  1.28348  -1.75370  0.93118  0.23
H  0.07001  0.73282  0.16587  0.20
H  -2.52259  0.15299  -1.32498  0.30
H  -2.13539  0.62694  0.55328  0.16
H  -0.97539  -1.60560  0.98119  0.15
H  -2.77249  -1.85380  0.41152  0.40
H  -2.03337  -3.05264  -1.78790  0.39
H  -0.50872  -3.37695  -0.69917  0.21
H  -0.75535  -1.43572  -2.98558  0.40
C  -0.30782  4.45812  2.33790  -0.41
Br  -1.27786  4.76720  3.99554  0.01
Br  1.61255  4.65856  2.57491  0.02
Br  -0.76383  2.74299  1.54132  0.18
H  -0.62548  5.23291  1.63234  0.40

Atoms 1-2, force components in eV/Å:
C -0.8 -0.4 1.0
N -1.7 -2.9 0.6

Its calculated total energy is -8289.62775 hartree. Its net charge is +1. The calculation puts the energy above the lowest of the compared OMol25 structures with the same formula, charge and spin at 4.349 eV. The spin multiplicity is 1. The orbital gap comes out at 0.2395 hartree.

=====

[6]
Entry from OMol25: 2 unconnected molecules or ions with the total composition C7H12BrF (wB97M-V/def2-TZVPD).

Each line ends with the Mulliken spin population.
Atoms and positions in Å:
C  -0.84336  -0.33522  0.24129  0.00
C  0.48477  -0.18769  0.04218  0.00
C  4.15470  -0.59676  -1.16144  1.59
C  -1.25765  -1.63136  0.72362  0.00
C  -1.93680  0.73944  -0.02012  0.00
C  1.58979  -1.06507  0.62695  0.03
C  1.14475  0.97610  -0.58184  0.01
F  4.56124  -1.83692  -0.92675  0.11
Br  5.21269  0.55010  -0.08434  0.25
H  -2.24775  -1.94576  0.10368  0.00
H  -1.25695  -1.64766  1.84806  0.00
H  -0.55018  -2.42191  0.43781  0.00
H  -1.67714  1.76429  0.30023  0.00
H  -2.97420  0.63250  0.38428  0.00
H  -2.18275  0.82682  -1.19456  0.00
H  2.30633  -1.45492  -0.11278  0.00
H  1.20997  -1.99634  1.09801  0.01
H  1.97549  -0.39142  1.34654  0.00
H  0.51487  1.86506  -0.63342  0.00
H  1.14530  0.65283  -1.62183  -0.01
H  2.17616  1.15640  -0.27923  0.00

Atoms 1-2, force components in eV/Å:
C 0.9 1.7 -0.6
C -0.2 0.4 1.0

Its calculated total energy is -2947.56079 hartree. Its expectation value of S² is 2.006. The spin multiplicity is 3. The orbital gap (alpha / beta) comes out at 0.3301 / 0.2102 hartree.